#i
This record from OMol25 describes 10 unconnected molecules or ions with the total composition C5H30NO10. The level of theory is the ωB97M-V functional and the def2-TZVPD basis.

Total charge ... -1
Orbital gap ... 8.13 eV
Lowest unoccupied orbital energy ... 2.98 eV
HOMO level ... -5.141 eV

Last columns: bonded neighbours and bond lengths (Å).
Element x y z (Å)
1 C 0.004 1.128 -2.461  C2 1.499, C3 1.511, H8 1.098, H9 1.127
2 C -0.077 2.089 -1.313  C1 1.499, H10 1.082, H11 1.076, H12 1.126
3 C -0.431 -0.220 -1.933  C1 1.511, N4 1.526, H13 1.101, H14 1.106
4 N 0.515 -1.379 -2.233  C3 1.526, C5 1.490, H15 1.014
5 C 1.150 -1.911 -0.994  N4 1.490, C6 1.580, H16 1.102, H17 1.080
6 C 2.235 -0.985 -0.317  C5 1.580, O7 1.382, H18 1.086, H19 1.095
7 O 1.763 -0.193 0.713  C6 1.382
8 H 0.942 1.291 -3.008  C1 1.098
9 H -0.744 1.535 -3.199  C1 1.127
10 H 0.769 2.022 -0.641  C2 1.082
11 H -0.980 2.045 -0.729  C2 1.076
12 H 0.028 3.174 -1.596  C2 1.126
13 H -0.860 -0.118 -0.924  C3 1.101
14 H -1.312 -0.434 -2.565  C3 1.106
15 H 1.148 -1.059 -2.956  N4 1.014
16 H 0.345 -1.912 -0.242  C5 1.102
17 H 1.496 -2.927 -1.115  C5 1.080
18 H 2.620 -0.392 -1.142  C6 1.086
19 H 3.041 -1.567 0.142  C6 1.095
20 H -3.015 0.546 1.570  O22 0.961
21 H -2.784 0.707 0.151  O22 0.972
22 O -2.982 1.259 0.926  H20 0.961, H21 0.972
23 H 0.096 -0.133 2.876  O25 0.981
24 H -0.605 1.219 3.188  O25 0.961
25 O -0.288 0.410 3.597  H23 0.981, H24 0.961
26 H 1.882 1.526 1.410  O28 0.989
27 H 2.998 2.368 0.713  O28 0.960
28 O 2.263 2.435 1.326  H26 0.989, H27 0.960
29 H -0.905 -2.668 0.113  O31 0.962
30 H -1.002 -3.566 -1.150  O31 0.958
31 O -1.501 -3.208 -0.414  H29 0.962, H30 0.958
32 H -1.825 -0.826 3.392  O34 0.962
33 H -1.153 -1.462 2.190  O34 0.973
34 O -2.025 -1.188 2.524  H32 0.962, H33 0.973
35 H -3.005 -1.753 -0.781  O37 0.962
36 H -2.942 -1.684 0.743  O37 0.975
37 O -3.371 -1.274 -0.031  H35 0.962, H36 0.975
38 H -0.257 2.755 1.671  O40 0.965
39 H -1.805 2.326 1.714  O40 0.962
40 O -1.059 2.688 2.203  H38 0.965, H39 0.962
41 H 3.587 1.062 -2.158  O43 0.968
42 H 2.401 1.925 -2.489  O43 0.969
43 O 3.121 1.440 -2.918  H41 0.968, H42 0.969
44 H 1.153 -2.148 2.594  O46 0.959
45 H 0.965 -1.084 1.488  O46 1.116
46 O 0.406 -1.857 2.068  H44 0.959, H45 1.116



#ii
This record from OMol25 describes 10 unconnected molecules or ions with the total composition C5H30NO10. The level of theory is the ωB97M-V functional and the def2-TZVPD basis.

Total charge ... -1
Orbital gap ... 8.79 eV
Lowest unoccupied orbital energy ... 2.70 eV
HOMO level ... -6.094 eV

Last columns: bonded neighbours and bond lengths (Å).
Element x y z (Å)
1 C 2.683 -1.119 -2.351  C2 1.544, H8 1.091, H9 1.094, H10 1.090
2 C 1.497 -0.530 -3.144  C1 1.544, N3 1.461, H11 1.099, H12 1.085
3 N 1.243 0.837 -2.693  C2 1.461, C5 1.489, H13 1.019
4 C 0.158 0.262 -0.442  C5 1.503, H14 1.087, H15 1.086, H16 1.080
5 C 1.114 1.108 -1.235  N3 1.489, C4 1.503, C6 1.544, H17 1.081
6 C 0.753 2.607 -1.150  C5 1.544, O7 1.450, H18 1.081, H19 1.092
7 O 0.421 2.907 0.228  C6 1.450, H20 0.982
8 H 3.414 -0.340 -2.126  C1 1.091
9 H 3.270 -1.865 -2.895  C1 1.094
10 H 2.425 -1.668 -1.445  C1 1.090
11 H 0.693 -1.243 -2.910  C2 1.099
12 H 1.717 -0.520 -4.206  C2 1.085
13 H 0.352 1.101 -3.110  N3 1.019
14 H 0.329 0.686 0.544  C4 1.087
15 H -0.905 0.388 -0.628  C4 1.086
16 H 0.376 -0.795 -0.495  C4 1.080
17 H 2.149 1.059 -0.925  C5 1.081
18 H 1.583 3.246 -1.417  C6 1.081
19 H -0.225 2.641 -1.636  C6 1.092
20 H -0.538 2.722 0.331  O7 0.982
21 H -2.317 2.927 1.102  O22 0.967
22 O -1.855 2.099 1.291  H21 0.967
23 H -1.224 0.081 3.335  O25 0.965
24 H -0.822 1.289 2.564  O25 0.980
25 O -0.423 0.525 3.031  H23 0.965, H24 0.980
26 H -2.028 -2.677 2.721  O28 0.964
27 H -0.619 -2.908 3.263  O28 0.965
28 O -1.425 -3.372 3.006  H26 0.964, H27 0.965
29 H 3.072 -2.166 1.690  O31 0.962
30 H 2.924 -3.663 1.423  O31 0.962
31 O 3.284 -3.031 2.053  H29 0.962, H30 0.962
32 H -2.898 1.183 1.981  O34 1.038
33 H -4.128 0.279 2.103  O34 0.965
34 O -3.338 0.489 2.616  H32 1.038, H33 0.965
35 H -2.470 -0.978 -3.003  O37 0.961
36 H -2.391 -0.942 -1.488  O37 0.968
37 O -1.962 -1.327 -2.265  H35 0.961, H36 0.968
38 H 1.747 3.051 1.657  O40 0.972
39 H 1.835 1.734 2.398  O40 0.964
40 O 2.293 2.578 2.307  H38 0.972, H39 0.964
41 H -0.055 -3.082 1.065  O43 0.966
42 H -0.047 -3.413 -0.382  O43 0.961
43 O 0.383 -3.672 0.438  H41 0.966, H42 0.961
44 H -2.836 1.267 0.232  O46 1.019
45 H -3.857 1.466 -0.938  O46 0.961
46 O -3.350 0.778 -0.499  H44 1.019, H45 0.961



Preferred: #ii; penalty for the next structure: 18.8 kcal/mol.



#i
This record from OMol25 describes H3OPS in the gas phase. The level of theory is the ωB97M-V functional and the def2-TZVPD basis.

Orbital gap ... 10.67 eV
Lowest unoccupied orbital energy ... 0.67 eV
HOMO level ... -9.998 eV
SMILES ... O=[PH2]S

Last columns: bonded neighbours and bond lengths (Å).
Element x y z (Å)
1 O -0.504 -1.028 -0.764  P2 1.439
2 P 0.157 0.204 -0.425  O1 1.439, S3 2.029, H4 1.410, H5 1.427
3 S 0.266 -0.184 1.563  P2 2.029, H6 1.433
4 H -0.663 1.342 -0.567  P2 1.410
5 H 1.395 0.799 -0.811  P2 1.427
6 H -0.651 -1.132 1.004  S3 1.433



#ii
This record from OMol25 describes 2 unconnected molecules or ions with the total composition H3OPS. The level of theory is the ωB97M-V functional and the def2-TZVPD basis.

Orbital gap (spin up / spin down) ... 7.63 / 6.77 eV
Lowest unoccupied orbital energy (spin up / spin down) ... -1.22 / -1.73 eV
HOMO level (spin up / spin down) ... -8.848 / -8.500 eV

Last columns: bonded neighbours and bond lengths (Å).
Element x y z (Å)
1 O 1.519 -0.897 0.028  P2 1.613, H4 0.959
2 P 0.835 0.554 -0.137  O1 1.613, H5 1.405
3 S -2.262 -0.118 0.004  H6 1.326
4 H 1.750 -1.366 -0.776  O1 0.959
5 H 0.714 0.706 1.255  P2 1.405
6 H -2.555 1.120 -0.373  S3 1.326



Preferred: #i; penalty for the next structure: 27.6 kcal/mol.



#i
This record from OMol25 describes C3H3NOS in the gas phase. The level of theory is the ωB97M-V functional and the def2-TZVPD basis.

Orbital gap (spin up / spin down) ... 6.70 / 6.70 eV
Lowest unoccupied orbital energy (spin up / spin down) ... -1.84 / -1.84 eV
HOMO level (spin up / spin down) ... -8.538 / -8.538 eV

Last columns: bonded neighbours and bond lengths (Å).
Element x y z (Å)
1 C 0.138 -0.653 -0.092  C2 1.359, N4 1.323, H7 1.137
2 C -0.123 0.629 0.275  C1 1.359, C3 1.416
3 C -1.358 1.320 0.265  C2 1.416, O5 1.208, H8 1.134
4 N 1.413 -1.007 -0.111  C1 1.323, S6 1.735, H9 1.045
5 O -1.719 2.368 -0.216  C3 1.208
6 S 2.438 0.384 0.039  N4 1.735
7 H -0.649 -1.441 -0.322  C1 1.137
8 H -1.917 0.362 0.497  C3 1.134
9 H 1.775 -1.961 -0.336  N4 1.045



#ii
This record from OMol25 describes C3H3NOS in the gas phase. The level of theory is the ωB97M-V functional and the def2-TZVPD basis.

Orbital gap ... 9.44 eV
Lowest unoccupied orbital energy ... 0.57 eV
HOMO level ... -8.866 eV
SMILES ... O=C=N/C=C\S

Last columns: bonded neighbours and bond lengths (Å).
Element x y z (Å)
1 O -3.417 -0.092 -0.114  C2 1.154
2 C -2.297 0.184 -0.084  O1 1.154, N3 1.181
3 N -1.187 0.487 -0.348  C2 1.181, C4 1.400
4 C 0.111 0.838 0.044  N3 1.400, C5 1.305, H7 1.110
5 C 1.121 0.014 0.096  C4 1.305, S6 1.807, H8 1.112
6 S 0.996 -1.775 -0.125  C5 1.807, H9 1.300
7 H 0.222 1.940 0.119  C4 1.110
8 H 2.215 0.201 0.147  C5 1.112
9 H 2.236 -1.798 0.264  S6 1.300



#iii
This record from OMol25 describes C3H3NOS in the gas phase. The level of theory is the ωB97M-V functional and the def2-TZVPD basis.

Orbital gap ... 8.82 eV
Lowest unoccupied orbital energy ... -0.21 eV
HOMO level ... -9.032 eV
SMILES ... C#CC(=S)NO

Last columns: bonded neighbours and bond lengths (Å).
Element x y z (Å)
1 C -2.497 0.262 -0.046  C2 1.210, H7 1.093
2 C -1.288 0.258 0.018  C1 1.210, C3 1.451
3 C 0.152 0.423 0.088  C2 1.451, S4 1.666, N5 1.341
4 S 1.048 1.826 0.016  C3 1.666
5 N 0.874 -0.707 0.065  C3 1.341, O6 1.364, H8 0.986
6 O 2.230 -0.694 -0.084  N5 1.364, H9 1.000
7 H -3.540 -0.034 -0.185  C1 1.093
8 H 0.621 -1.613 0.359  N5 0.986
9 H 2.400 0.280 -0.231  O6 1.000



Preferred: #ii; penalty for the next structure: 62.1 kcal/mol.



#i
This record from OMol25 describes C2H6N2S in the gas phase. The level of theory is the ωB97M-V functional and the def2-TZVPD basis.

Orbital gap ... 10.10 eV
Lowest unoccupied orbital energy ... 0.68 eV
HOMO level ... -9.424 eV
SMILES ... C/N=C\NS

Last columns: bonded neighbours and bond lengths (Å).
Element x y z (Å)
1 C -1.348 0.514 -0.508  N2 1.461, H6 1.051, H7 1.136, H8 1.115
2 N -0.862 0.655 0.863  C1 1.461, C3 1.241
3 C 0.114 -0.078 1.085  N2 1.241, N4 1.450, H9 1.112
4 N 0.808 -1.019 0.228  C3 1.450, S5 1.712, H10 1.043
5 S 1.535 -0.332 -1.162  N4 1.712, H11 1.411
6 H -0.875 1.157 -1.191  C1 1.051
7 H -1.186 -0.533 -0.920  C1 1.136
8 H -2.413 0.800 -0.669  C1 1.115
9 H 0.461 -0.235 2.130  C3 1.112
10 H 1.418 -1.637 0.806  N4 1.043
11 H 2.347 0.709 -0.663  S5 1.411



#ii
This record from OMol25 describes C2H6N2S in the gas phase. The level of theory is the ωB97M-V functional and the def2-TZVPD basis.

Orbital gap ... 9.54 eV
Lowest unoccupied orbital energy ... 0.50 eV
HOMO level ... -9.040 eV
SMILES ... C/N=C/NS

Last columns: bonded neighbours and bond lengths (Å).
Element x y z (Å)
1 C -1.576 -2.050 -0.890  N2 1.483, H6 1.103, H7 1.191, H8 1.192
2 N -0.974 -0.788 -0.394  C1 1.483, C3 1.274
3 C 0.196 -0.884 0.103  N2 1.274, N4 1.406, H9 1.103
4 N 0.861 0.194 0.712  C3 1.406, S5 1.678, H10 1.275
5 S 0.743 1.784 0.188  N4 1.678, H11 1.542
6 H -1.205 -2.871 -0.253  C1 1.103
7 H -1.169 -2.381 -1.959  C1 1.191
8 H -2.759 -1.925 -0.968  C1 1.192
9 H 0.543 -1.921 0.250  C3 1.103
10 H 1.996 -0.092 1.219  N4 1.275
11 H -0.230 2.408 1.208  S5 1.542



Preferred: #i; penalty for the next structure: 30.2 kcal/mol.



#i
This record from OMol25 describes C4H6FN in the gas phase. The level of theory is the ωB97M-V functional and the def2-TZVPD basis.

Orbital gap ... 10.69 eV
Lowest unoccupied orbital energy ... 1.05 eV
HOMO level ... -9.638 eV
SMILES ... C#C[C@H](F)CN

Last columns: bonded neighbours and bond lengths (Å).
Element x y z (Å)
1 C 2.286 0.178 0.315  C2 1.166, H7 1.121
2 C 1.160 0.018 0.569  C1 1.166, C3 1.460
3 C -0.276 -0.115 0.797  C2 1.460, F4 1.482, C5 1.498, H8 1.134
4 F -0.566 -1.433 0.186  C3 1.482
5 C -1.145 0.767 -0.046  C3 1.498, N6 1.467, H9 1.097, H10 1.114
6 N -0.665 0.602 -1.423  C5 1.467, H11 0.958, H12 1.012
7 H 3.352 0.448 0.101  C1 1.121
8 H -0.505 -0.163 1.906  C3 1.134
9 H -0.959 1.808 0.244  C5 1.097
10 H -2.221 0.500 0.053  C5 1.114
11 H -0.935 -0.242 -1.787  N6 0.958
12 H -1.132 1.254 -2.040  N6 1.012



#ii
This record from OMol25 describes C4H6FN in the gas phase. The level of theory is the ωB97M-V functional and the def2-TZVPD basis.

Orbital gap ... 10.94 eV
Lowest unoccupied orbital energy ... 1.10 eV
HOMO level ... -9.842 eV
SMILES ... C=C(F)[C@@H]1CN1

Last columns: bonded neighbours and bond lengths (Å).
Element x y z (Å)
1 C -1.531 1.012 0.100  C2 1.323, H7 1.076, H8 1.071
2 C -0.973 -0.152 -0.193  C1 1.323, F3 1.353, C4 1.493
3 F -1.686 -1.299 -0.110  C2 1.353
4 C 0.418 -0.412 -0.668  C2 1.493, C5 1.474, N6 1.468, H9 1.061
5 C 1.278 -0.820 0.458  C4 1.474, N6 1.562, H10 1.106, H11 1.087
6 N 1.510 0.509 -0.330  C4 1.468, C5 1.562, H12 1.019
7 H -2.557 1.075 0.416  C1 1.076
8 H -1.063 1.947 -0.130  C1 1.071
9 H 0.480 -0.892 -1.612  C4 1.061
10 H 0.910 -0.660 1.488  C5 1.106
11 H 2.094 -1.517 0.282  C5 1.087
12 H 1.120 1.209 0.299  N6 1.019



Preferred: #ii; penalty for the next structure: 15.1 kcal/mol.



#i
This record from OMol25 describes C2H2Cl2O2 in the gas phase. The level of theory is the ωB97M-V functional and the def2-TZVPD basis.

Orbital gap (spin up / spin down) ... 7.94 / 8.16 eV
Lowest unoccupied orbital energy (spin up / spin down) ... -0.49 / -0.39 eV
HOMO level (spin up / spin down) ... -8.433 / -8.557 eV
SMILES ... OOC=C(Cl)Cl

Last columns: bonded neighbours and bond lengths (Å).
Element x y z (Å)
1 O -1.968 -0.499 -0.272  O2 1.470, H7 1.081
2 O -0.841 -0.309 0.651  O1 1.470, C3 1.316
3 C -0.083 0.670 0.205  O2 1.316, C4 1.680, H8 1.032
4 C 1.463 0.192 -0.245  C3 1.680, Cl5 1.685, Cl6 1.705
5 Cl 2.687 1.350 -0.277  C4 1.685
6 Cl 1.921 -1.417 0.088  C4 1.705
7 H -2.506 -1.337 0.148  O1 1.081
8 H -0.673 1.351 -0.298  C3 1.032



#ii
This record from OMol25 describes 2 unconnected molecules or ions with the total composition C2H2Cl2O2. The level of theory is the ωB97M-V functional and the def2-TZVPD basis.

Orbital gap ... 10.92 eV
Lowest unoccupied orbital energy ... 0.43 eV
HOMO level ... -10.490 eV
SMILES ... O=C(Cl)Cl.C=O

Last columns: bonded neighbours and bond lengths (Å).
Element x y z (Å)
1 O 1.449 -0.768 -1.908  C2 1.186
2 C 0.707 -1.447 -1.280  O1 1.186, Cl3 1.766, Cl4 1.717
3 Cl 1.379 -2.858 -0.459  C2 1.766
4 Cl -0.993 -1.357 -1.059  C2 1.717
5 C -0.622 1.611 1.195  O6 1.225, H7 1.139, H8 1.155
6 O 0.285 1.177 0.495  C5 1.225
7 H -1.533 0.957 1.396  C5 1.139
8 H -0.672 2.684 1.619  C5 1.155



Preferred: #ii; penalty for the next structure: 117.4 kcal/mol.